ORCA calculation (ωB97M-V/def2-TZVPD) on the molecule C4H7NO.

Cartesian coordinates (Å):
C1 1.310 -0.844 -0.309
C2 0.036 0.051 0.059
C3 -0.938 -0.931 0.660
O1 -0.687 -2.112 0.598
C4 -0.343 1.568 0.312
N1 -0.250 1.015 -1.001
H1 1.062 -1.842 -0.743
H2 1.809 -0.297 -1.099
H3 1.975 -1.107 0.521
H4 -1.811 -0.616 1.263
H5 -1.375 1.824 0.627
H6 0.338 2.373 0.604
H7 -1.127 0.918 -1.491

* orbital gap: 10.41 eV
* 2S+1: 1
* molar mass: 85.106 g/mol
* SMILES string: C[C@@]1(C=O)CN1
* energy above the lowest of the compared OMol25 structures with the same formula, charge and spin: 299.5 kJ/mol
* E: -286.5176 Ha